[1]
The following is a quantum chemistry calculation of C17H17F5NO5ScTe as an isolated structure, from the OMol25 dataset.

Output
* DFT total energy: -2617.3263 a.u.
* Kohn-Sham gap: 9.35 eV
* E_HOMO: -10.0832 eV

```
! wB97M-V def2-TZVPD RIJCOSX def2/J DEFGRID3
* xyz 0 1
Sc 0.356 -0.311 -0.021
O -1.860 1.075 -3.260
C -1.468 0.554 -2.245
O -0.302 0.715 -1.673
C -2.356 -0.377 -1.441
C -3.652 -0.755 -1.738
C -4.305 -1.585 -0.833
C -3.676 -1.995 0.338
C -2.380 -1.565 0.554
N -1.765 -0.797 -0.333
C -1.511 -1.840 1.767
O -1.914 -2.495 2.696
O -0.342 -1.261 1.659
H -4.116 -0.402 -2.647
H -5.318 -1.907 -1.038
H -4.159 -2.624 1.071
C -1.425 2.328 1.463
C -0.071 3.040 1.367
C -0.140 4.180 0.360
C 1.031 2.037 1.071
C 1.732 2.003 -0.142
C 2.721 1.053 -0.370
C 3.063 0.103 0.602
C 4.142 -0.903 0.346
C 2.345 0.120 1.800
C 1.352 1.071 2.028
H -2.201 3.024 1.782
H -1.405 1.497 2.171
H -1.719 1.942 0.482
H 0.161 3.458 2.352
H -0.419 3.813 -0.631
H 0.810 4.711 0.277
H -0.898 4.899 0.669
H 1.501 2.707 -0.926
H 3.217 1.028 -1.332
H 5.107 -0.505 0.669
H 4.206 -1.139 -0.714
H 3.953 -1.827 0.890
H 2.533 -0.637 2.550
H 0.825 1.052 2.974
F -0.260 -3.836 -0.743
Te 1.195 -3.311 -1.775
F 2.322 -4.238 -0.631
F 0.025 -2.528 -2.988
F 0.997 -4.883 -2.716
F 2.632 -2.933 -2.886
O 1.434 -1.760 -0.852
*
```


[2]
The following is a quantum chemistry calculation of C16H26Cl2FN3O3P as an isolated structure in a non-equilibrium geometry, from the OMol25 dataset.

Output
* DFT total energy: -2376.6447 a.u.
* Kohn-Sham gap: 5.95 eV
* E_HOMO: -3.7259 eV

```
! wB97M-V def2-TZVPD RIJCOSX def2/J DEFGRID3
* xyz -1 1
C 4.763 3.581 -0.106
C 3.460 2.750 -0.571
O 2.284 3.157 -0.275
N 3.592 1.479 -1.368
C 3.611 0.319 -0.409
C 3.045 -1.066 -1.014
C 1.474 -0.950 -1.460
C 0.558 -2.160 -0.885
C -0.178 -1.863 0.512
C 0.673 -0.704 1.297
N 1.131 0.026 2.165
O -1.540 -1.359 0.391
C -1.674 -0.324 -0.604
C -3.209 0.247 -0.469
C -3.967 -0.314 0.853
C -3.301 1.850 -0.557
C -2.382 2.627 0.537
C -3.091 2.408 -2.079
C -0.354 -3.203 1.456
F 0.701 -4.172 1.285
C -1.796 -3.818 1.005
N -2.962 -4.110 0.747
P -0.483 -2.848 3.322
O 1.119 -2.461 3.909
Cl -1.717 -1.130 3.704
H 4.429 4.639 0.179
H 5.542 3.592 -0.956
H 5.260 3.099 0.817
H 4.556 1.509 -1.774
H 4.725 0.138 -0.113
H 3.061 0.663 0.555
H 3.051 -1.825 -0.129
H 3.711 -1.523 -1.829
H 1.034 0.098 -1.296
H 1.491 -1.104 -2.616
H -0.241 -2.386 -1.703
H 1.245 -3.092 -0.881
H -0.943 0.556 -0.517
H -1.610 -0.703 -1.706
H -3.818 -0.176 -1.370
H -4.151 -1.461 0.816
H -3.480 0.010 1.838
H -5.033 0.161 0.824
H -4.404 2.124 -0.288
H -2.008 1.862 1.333
H -1.440 3.003 -0.031
H -2.928 3.512 1.033
H -2.041 2.183 -2.495
H -3.299 3.554 -2.062
H -3.940 1.944 -2.708
H 1.726 -2.512 3.116
Cl -0.254 -5.827 0.579
*
```


[3]
The following is a quantum chemistry calculation of a 2-piece molecular cluster, C36H34NO overall in a non-equilibrium geometry, from the OMol25 dataset.

Output
* DFT total energy: -1521.9265 a.u.
* Kohn-Sham gap: 4.88 eV
* E_HOMO: -10.4487 eV

```
! wB97M-V def2-TZVPD RIJCOSX def2/J DEFGRID3
* xyz 1 1
C -0.820 -0.031 5.716
C -0.908 1.362 5.833
C -0.473 2.178 4.783
C 0.076 1.614 3.626
C 0.531 2.550 2.495
C -0.588 2.898 1.522
C -0.611 4.173 0.943
C -1.618 4.514 0.038
C -2.632 3.592 -0.252
C -2.590 2.304 0.295
C -1.564 1.955 1.181
C 1.728 1.986 1.707
C 2.974 1.679 2.562
C 4.171 1.931 1.635
C 3.640 2.857 0.519
N 2.208 2.716 0.572
C 0.162 0.222 3.513
C -0.278 -0.602 4.560
H -1.155 -0.678 6.528
H -1.327 1.807 6.738
H -0.562 3.264 4.870
H 0.870 3.483 2.975
H 0.162 4.899 1.219
H -1.620 5.512 -0.401
H -3.441 3.874 -0.925
H -3.371 1.579 0.057
H -1.536 0.952 1.616
H 1.380 1.034 1.289
H 2.999 2.356 3.427
H 2.932 0.650 2.935
H 5.023 2.381 2.166
H 4.500 0.980 1.203
H 3.925 3.913 0.689
H 4.081 2.586 -0.456
H 1.620 3.396 0.100
H 0.574 -0.235 2.608
H -0.201 -1.686 4.449
C -4.192 -0.430 -8.022
C -2.881 -0.855 -8.265
C -2.072 -1.298 -7.213
C -2.601 -1.298 -5.920
O -1.768 -1.608 -4.830
C -0.804 -0.668 -4.440
C -1.113 0.153 -3.350
C -0.210 1.112 -2.963
C 1.075 1.210 -3.570
C 1.933 2.241 -3.114
C 3.095 2.762 -3.736
C 3.802 3.769 -3.009
C 5.043 4.217 -3.427
C 5.618 3.688 -4.596
C 4.908 2.760 -5.379
C 3.629 2.364 -5.004
C 1.408 0.244 -4.566
C 0.451 -0.623 -5.064
C -3.936 -0.956 -5.667
C -4.710 -0.473 -6.723
H -4.811 -0.073 -8.851
H -2.468 -0.837 -9.273
H -1.036 -1.614 -7.366
H -2.080 0.052 -2.854
H -0.473 1.839 -2.199
H 1.589 2.771 -2.222
H 3.337 4.168 -2.104
H 5.558 4.985 -2.844
H 6.610 4.014 -4.904
H 5.347 2.367 -6.301
H 3.028 1.777 -5.698
H 2.417 0.182 -4.963
H 0.660 -1.272 -5.920
H -4.324 -1.020 -4.647
H -5.724 -0.125 -6.526
*
```


Q: Look up the Kohn-Sham gap of the first one.
A: 9.35 eV


Q: What is the DFT total energy in the third record?
A: -1521.9265 a.u.


Q: Which value of E_HOMO does entry 3 give?
A: -10.4487 eV


Q: Which of these has the lowest DFT total energy?
A: C17H17F5NO5ScTe